Record 1
Computed, not measured: 2 unconnected molecules or ions with the total composition C5H10O, with the ωB97M-V functional and the def2-TZVPD basis.

Summary:
Relative energy (zero: lowest compared OMol25 entry of this formula, charge and spin)   1.3516 eV
Energy   -271.70295 hartree
E_LUMO   0.98 eV
Total charge   0
HOMO level   -9.7 eV
SMILES   C=CCC=O.C
Orbital gap   0.3913 Ha

Each line ends with the Mulliken charge.
Positions of all 16 atoms, in Å:
1 C -0.21 0.36 -1.97  -0.73
2 C -0.99 -0.28 -1.10  -0.16
3 C -0.68 -1.63 -0.52  -0.39
4 C -0.33 -1.42 0.94  0.01
5 O 0.74 -1.68 1.43  -0.47
6 H -0.44 1.37 -2.30  0.30
7 H 0.70 -0.10 -2.36  0.23
8 H -1.87 0.22 -0.69  0.31
9 H -1.55 -2.29 -0.59  0.29
10 H 0.17 -2.11 -1.02  0.28
11 H -1.13 -0.94 1.53  0.33
12 C 1.11 1.70 1.33  -0.83
13 H 0.51 2.04 2.18  0.25
14 H 0.50 1.66 0.43  0.10
15 H 1.96 2.38 1.19  0.31
16 H 1.52 0.71 1.52  0.19

***

Record 2
Computed, not measured: 2 unconnected molecules or ions with the total composition C5H10O in a non-equilibrium geometry, with the ωB97M-V functional and the def2-TZVPD basis.

Summary:
Relative energy (zero: lowest compared OMol25 entry of this formula, charge and spin)   2.2521 eV
Energy   -271.66985 hartree
E_LUMO   0.85 eV
Total charge   0
HOMO level   -9.9 eV
SMILES   C#CCCC.O
Orbital gap   0.3965 Ha

Each line ends with the Mulliken charge.
Positions of all 16 atoms, in Å:
1 C -1.22 -0.33 1.20  0.40
2 C -0.71 0.04 0.17  -0.77
3 C 0.00 0.47 -1.07  -0.65
4 C 1.42 -0.08 -1.14  -0.35
5 C 2.34 0.45 -2.21  -1.16
6 H -1.63 -0.46 2.19  0.45
7 H 0.01 1.56 -1.23  0.29
8 H -0.57 0.01 -1.89  0.26
9 H 1.35 -1.19 -1.09  0.30
10 H 1.81 0.28 -0.18  0.30
11 H 2.02 0.07 -3.19  0.31
12 H 3.38 0.11 -2.02  0.32
13 H 2.33 1.55 -2.23  0.30
14 O -3.32 -0.52 4.38  -0.65
15 H -3.59 -0.66 3.44  0.33
16 H -3.63 -1.32 4.85  0.33

***

Record 3
Computed, not measured: a single C5H10O molecule in a non-equilibrium geometry, with the ωB97M-V functional and the def2-TZVPD basis.

Summary:
Relative energy (zero: lowest compared OMol25 entry of this formula, charge and spin)   3.7460 eV
Energy   -271.61495 hartree
E_LUMO   0.78 eV
Total charge   0
HOMO level   -8.9 eV
SMILES   C[C@H]1CC[C@H]1O
Orbital gap   0.3573 Ha

Each line ends with the Mulliken charge.
Positions of all 16 atoms, in Å:
1 C 1.47 -0.83 -0.23  -1.21
2 C 0.41 -0.14 0.58  0.05
3 C 0.14 1.32 0.41  -0.42
4 C -1.01 1.02 -0.56  -0.83
5 C -1.03 -0.42 0.12  -0.01
6 O -1.16 -1.46 -0.78  -0.53
7 H 1.53 -1.90 0.02  0.29
8 H 1.25 -0.78 -1.30  0.30
9 H 2.46 -0.40 -0.07  0.36
10 H 1.04 0.06 1.65  0.25
11 H -0.18 1.86 1.30  0.25
12 H 1.38 1.59 0.61  0.24
13 H -1.93 1.62 -0.51  0.32
14 H -0.70 0.90 -1.60  0.24
15 H -1.75 -0.42 0.95  0.37
16 H -1.92 -2.01 -0.59  0.33

***

Record 4
Computed, not measured: 2 unconnected molecules or ions with the total composition C5H10O, with the ωB97M-V functional and the def2-TZVPD basis.

Summary:
Relative energy (zero: lowest compared OMol25 entry of this formula, charge and spin)   1.7546 eV
Energy   -271.68814 hartree
E_LUMO   1.03 eV
Total charge   0
HOMO level   -9.8 eV
SMILES   CCC=O.C=C
Orbital gap   0.3985 Ha

Each line ends with the Mulliken charge.
Positions of all 16 atoms, in Å:
1 C 2.38 -0.27 -0.30  -1.21
2 C 0.85 -0.10 -0.31  -0.15
3 C 0.67 0.87 0.82  -0.01
4 O 0.10 0.71 1.87  -0.48
5 H 2.93 0.66 -0.07  0.34
6 H 2.73 -0.63 -1.26  0.33
7 H 2.64 -0.97 0.51  0.32
8 H 0.45 0.31 -1.25  0.36
9 H 0.34 -1.06 -0.15  0.15
10 H 1.31 1.76 0.65  0.35
11 C -2.40 -0.52 -0.67  -0.51
12 C -2.37 0.11 0.50  -0.55
13 H -1.91 -1.48 -0.81  0.27
14 H -2.99 -0.15 -1.50  0.23
15 H -1.76 -0.23 1.32  0.33
16 H -2.98 1.00 0.67  0.24

***

Record 5
Computed, not measured: a single C5H10O molecule in a non-equilibrium geometry, with the ωB97M-V functional and the def2-TZVPD basis.

Summary:
Relative energy (zero: lowest compared OMol25 entry of this formula, charge and spin)   1.7505 eV
Energy   -271.68828 hartree
E_LUMO   0.80 eV
Total charge   0
HOMO level   -8.3 eV
SMILES   C/C=C(\O)CC
Orbital gap   0.3359 Ha

Each line ends with the Mulliken charge.
Positions of all 16 atoms, in Å:
1 C 1.80 -0.73 -1.41  -1.04
2 C 1.09 0.34 -0.72  -0.43
3 C 0.32 0.08 0.31  0.56
4 O 0.43 -1.01 1.14  -0.57
5 C -0.83 0.94 0.64  -0.28
6 C -2.13 0.15 0.75  -1.11
7 H 1.90 -1.67 -0.86  0.26
8 H 1.10 -0.97 -2.28  0.24
9 H 2.78 -0.18 -1.37  0.30
10 H 1.02 1.25 -1.32  0.32
11 H 1.36 -1.19 1.34  0.34
12 H -0.56 1.42 1.57  0.24
13 H -0.89 1.69 -0.15  0.23
14 H -2.93 0.83 1.05  0.34
15 H -2.05 -0.63 1.51  0.29
16 H -2.40 -0.32 -0.20  0.31

***

Record 6
Computed, not measured: a single C5H10O molecule in a non-equilibrium geometry, with the ωB97M-V functional and the def2-TZVPD basis.

Summary:
Relative energy (zero: lowest compared OMol25 entry of this formula, charge and spin)   4.8417 eV
Energy   -271.57469 hartree
E_LUMO (alpha / beta)   0.92 / -0.34 eV
Total charge   0
HOMO level (alpha / beta)   -8.1 / -6.3 eV
Orbital gap (alpha / beta)   0.3320 / 0.2191 Ha

Each line ends with the Mulliken charge.
Positions of all 16 atoms, in Å:
1 O 0.76 1.24 -0.68  -0.58
2 C -0.35 0.26 -1.06  0.06
3 C -1.59 0.63 -0.40  -0.96
4 C 0.90 0.45 1.25  -0.47
5 C 0.50 -0.95 0.91  -0.56
6 C 0.29 -1.06 -0.63  -0.76
7 H 0.23 1.98 -0.32  0.41
8 H -0.36 0.35 -2.16  0.38
9 H -2.20 1.42 -0.86  0.31
10 H -2.14 -0.12 0.16  0.24
11 H 0.24 1.06 1.86  0.33
12 H 1.96 0.72 1.26  0.27
13 H 1.28 -1.67 1.22  0.37
14 H -0.43 -1.19 1.42  0.26
15 H 1.26 -1.17 -1.12  0.37
16 H -0.34 -1.92 -0.90  0.33

***

Record 7
Computed, not measured: a single C5H10O molecule in a non-equilibrium geometry, with the ωB97M-V functional and the def2-TZVPD basis.

Summary:
Relative energy (zero: lowest compared OMol25 entry of this formula, charge and spin)   2.7831 eV
Energy   -271.65034 hartree
E_LUMO   1.12 eV
Total charge   0
HOMO level   -9.6 eV
SMILES   CO[C@H]1C[C@H]1C
Orbital gap   0.3935 Ha

Each line ends with the Mulliken charge.
Positions of all 16 atoms, in Å:
1 C -0.08 1.30 -1.77  -0.60
2 O 0.59 1.25 -0.48  -0.37
3 C 1.00 -0.07 -0.03  -0.32
4 C 1.06 -0.76 1.49  -0.71
5 C -0.01 -1.04 0.50  0.37
6 C -1.26 -0.27 0.77  -1.42
7 H -0.30 2.36 -2.02  0.24
8 H -1.05 0.79 -1.79  0.22
9 H 0.52 0.91 -2.60  0.30
10 H 1.71 -0.44 -0.76  0.41
11 H 0.72 -0.29 2.43  0.26
12 H 1.72 -1.60 1.76  0.25
13 H -0.02 -2.04 0.07  0.35
14 H -1.87 -0.31 -0.13  0.24
15 H -0.91 0.76 0.89  0.42
16 H -1.82 -0.55 1.66  0.38

***

Record 8
Computed, not measured: a single C5H10O molecule, with the ωB97M-V functional and the def2-TZVPD basis.

Summary:
Relative energy (zero: lowest compared OMol25 entry of this formula, charge and spin)   0.3717 eV
Energy   -271.73896 hartree
E_LUMO   1.02 eV
Total charge   0
HOMO level   -9.4 eV
SMILES   CCC(=O)CC
Orbital gap   0.3837 Ha

Each line ends with the Mulliken charge.
Positions of all 16 atoms, in Å:
1 C 1.75 0.25 0.52  -1.15
2 C 1.05 0.43 -0.83  -0.16
3 C -0.45 0.64 -0.88  0.17
4 O -1.00 0.84 -1.94  -0.58
5 C -1.28 0.41 0.35  -0.26
6 C -1.37 -1.14 0.39  -1.07
7 H 1.54 -0.73 0.98  0.25
8 H 1.47 1.02 1.24  0.30
9 H 2.83 0.31 0.37  0.37
10 H 1.26 -0.43 -1.49  0.26
11 H 1.45 1.30 -1.36  0.32
12 H -2.23 0.93 0.19  0.35
13 H -0.86 0.78 1.30  0.27
14 H -0.95 -1.59 -0.52  0.30
15 H -0.80 -1.53 1.23  0.29
16 H -2.40 -1.49 0.45  0.31

***

Record 9
Computed, not measured: a molecular structure, C5H10O, with the ωB97M-V functional and the def2-TZVPD basis.

Summary:
Relative energy (zero: lowest compared OMol25 entry of this formula, charge and spin)   5.1779 eV
Energy   -271.56233 hartree
E_LUMO   1.06 eV
Total charge   0
HOMO level   -7.2 eV
Orbital gap   0.3034 Ha

Each line ends with the Mulliken charge.
Positions of all 16 atoms, in Å:
1 C -1.50 -0.99 0.12  -1.16
2 C -0.68 0.24 0.45  0.11
3 C -1.13 1.42 -0.35  -1.12
4 C 1.62 -0.87 0.57  -0.35
5 C 2.04 0.30 -0.19  -0.25
6 O 0.83 -0.38 -0.53  -0.18
7 H -1.86 -1.08 -0.92  0.29
8 H -2.38 -0.93 0.78  0.40
9 H -0.98 -1.91 0.39  0.29
10 H -1.52 1.23 -1.37  0.27
11 H -0.38 2.22 -0.39  0.33
12 H -1.96 1.82 0.25  0.34
13 H 2.04 -1.85 0.38  0.25
14 H 1.14 -0.69 1.53  0.31
15 H 2.81 0.19 -0.95  0.23
16 H 1.90 1.29 0.23  0.22

***

Record 10
Computed, not measured: 2 unconnected molecules or ions with the total composition C5H10O, with the ωB97M-V functional and the def2-TZVPD basis.

Summary:
Relative energy (zero: lowest compared OMol25 entry of this formula, charge and spin)   0.8517 eV
Energy   -271.72132 hartree
E_LUMO   0.98 eV
Total charge   0
HOMO level   -9.2 eV
SMILES   C1=CCCC1.O
Orbital gap   0.3756 Ha

Each line ends with the Mulliken charge.
Positions of all 16 atoms, in Å:
1 C 0.89 -0.74 0.35  -0.43
2 C 0.19 -1.09 -0.74  -0.50
3 C -0.33 0.12 -1.47  -0.48
4 C -0.22 1.24 -0.42  -0.65
5 C 0.91 0.76 0.51  -0.50
6 H 1.39 -1.41 1.03  0.28
7 H 0.08 -2.12 -1.09  0.45
8 H -1.35 0.02 -1.87  0.33
9 H 0.33 0.31 -2.32  0.29
10 H -0.02 2.22 -0.86  0.33
11 H -1.16 1.32 0.14  0.20
12 H 0.81 1.12 1.55  0.35
13 H 1.89 1.11 0.15  0.31
14 O -1.16 -1.25 1.94  -0.67
15 H -1.24 -0.31 2.10  0.31
16 H -1.03 -1.30 0.98  0.38

***

Record 11
Computed, not measured: 2 unconnected molecules or ions with the total composition C5H10O, with the ωB97M-V functional and the def2-TZVPD basis.

Summary:
Relative energy (zero: lowest compared OMol25 entry of this formula, charge and spin)   3.2853 eV
Energy   -271.63189 hartree
E_LUMO   1.07 eV
Total charge   0
HOMO level   -9.6 eV
SMILES   CC1C=C1.CO
Orbital gap   0.3925 Ha

Each line ends with the Mulliken charge.
Positions of all 16 atoms, in Å:
1 C -1.28 -0.98 -0.31  -1.07
2 C -1.30 -0.08 0.91  -0.14
3 C -1.51 1.40 0.80  -0.51
4 C -0.31 1.05 1.11  -0.34
5 H -0.68 -1.89 -0.14  0.30
6 H -2.29 -1.31 -0.57  0.36
7 H -0.87 -0.46 -1.18  0.23
8 H -1.68 -0.58 1.81  0.31
9 H -2.22 2.19 0.58  0.38
10 H 0.72 1.29 1.34  0.49
11 C 1.99 0.04 -1.04  -0.51
12 O 2.19 -0.37 0.30  -0.54
13 H 1.82 -0.80 -1.72  0.24
14 H 2.90 0.56 -1.35  0.26
15 H 1.14 0.74 -1.14  0.23
16 H 1.38 -0.80 0.59  0.31

***

Record 12
Computed, not measured: a single C5H10O molecule, with the ωB97M-V functional and the def2-TZVPD basis.

Summary:
Relative energy (zero: lowest compared OMol25 entry of this formula, charge and spin)   1.2712 eV
Energy   -271.70590 hartree
E_LUMO   1.04 eV
Total charge   0
HOMO level   -10.0 eV
SMILES   CC[C@@]1(C)CO1
Orbital gap   0.4070 Ha

Each line ends with the Mulliken charge.
Positions of all 16 atoms, in Å:
1 C -0.84 1.73 -0.54  -1.31
2 C -0.79 0.61 0.50  -0.44
3 C 0.12 -0.58 0.18  1.28
4 C 1.18 -0.50 -0.91  -1.37
5 C 0.33 -1.60 1.21  -0.86
6 O -0.61 -1.81 0.17  -0.51
7 H -1.06 1.33 -1.54  0.33
8 H 0.10 2.28 -0.60  0.32
9 H -1.64 2.43 -0.30  0.37
10 H -1.80 0.18 0.60  0.34
11 H -0.54 1.04 1.48  0.27
12 H 0.85 0.05 -1.79  0.31
13 H 2.11 -0.05 -0.55  0.27
14 H 1.41 -1.53 -1.22  0.44
15 H -0.07 -1.46 2.21  0.28
16 H 1.21 -2.24 1.15  0.28